Entry 1:
Molecular formula: C25H35AlNO5S
Method: DFT, wB97M-V/def2-TZVPD

Results
**Energy**: -2045.34256 a.u.
**2S+1**: 1
**Total charge**: -1
**Energy above the lowest of the compared OMol25 structures with the same formula, charge and spin**: 0.0 kcal/mol

Cartesian coordinates (Å):
Al  -1.377  -0.848  0.515
C  6.113  -0.504  -2.064
C  4.740  -1.089  -2.129
C  3.739  -0.170  -2.332
C  2.376  -0.484  -2.013
C  1.441  0.701  -1.946
C  2.054  -1.793  -1.716
C  3.058  -2.750  -1.689
C  2.804  -4.151  -1.146
C  4.410  -2.403  -1.837
C  0.580  -2.227  -1.420
O  0.039  -3.295  -1.751
O  0.058  -1.246  -0.717
H  6.907  -1.267  -2.074
H  6.278  0.164  -1.156
H  6.282  0.057  -2.991
H  4.042  0.876  -2.542
H  1.952  1.470  -1.296
H  0.484  0.523  -1.455
H  1.314  1.135  -2.915
H  3.602  -4.917  -1.493
H  1.828  -4.522  -1.384
H  2.877  -4.267  -0.025
H  5.105  -3.172  -1.738
C  -4.072  2.733  1.307
C  -2.992  3.305  0.413
C  -3.051  2.805  -1.057
C  -1.667  3.287  1.135
C  -1.312  4.301  2.023
C  -0.149  4.320  2.731
C  0.761  3.229  2.608
C  0.428  2.109  1.802
C  1.497  1.056  1.798
C  2.902  1.667  1.576
C  1.366  0.000  2.884
C  -0.941  2.010  1.190
N  -1.404  0.815  0.964
H  -5.042  2.885  0.874
H  -4.015  3.228  2.308
H  -3.937  1.643  1.477
H  -3.236  4.403  0.358
H  -3.023  1.659  -1.082
H  -2.293  3.196  -1.730
H  -4.000  3.045  -1.568
H  -1.981  5.170  2.081
H  0.055  5.014  3.555
H  1.666  3.255  3.254
H  1.311  0.453  0.896
H  3.617  1.463  2.407
H  3.018  2.749  1.521
H  3.346  1.314  0.576
H  1.477  0.548  3.826
H  2.123  -0.782  2.630
H  0.376  -0.417  3.022
O  -2.798  -3.727  1.556
C  -2.083  -2.972  2.255
O  -1.245  -2.047  1.902
H  -2.200  -3.076  3.349
C  -4.125  -3.733  -0.994
S  -4.183  -2.065  -0.417
C  -4.916  -1.390  -1.944
O  -2.713  -1.554  -0.438
H  -3.535  -3.742  -1.895
H  -5.124  -4.061  -1.075
H  -3.585  -4.327  -0.144
H  -4.137  -1.461  -2.746
H  -5.021  -0.343  -1.668
H  -5.869  -1.784  -2.202

Results of the natural (NBO) charge analysis, in e, for atoms 1 through 2: number 1, Al, carries 1.99; number 2, C, carries -0.63



Entry 2:
Molecular formula: C25H35BCaF4N6O8S
Method: DFT, wB97M-V/def2-TZVPD

Results
**Energy**: -3404.77045 a.u.
**2S+1**: 1
**Total charge**: 0
**Energy above the lowest of the compared OMol25 structures with the same formula, charge and spin**: 20.2 kcal/mol

Cartesian coordinates (Å):
Ca  -1.504  -0.932  -0.256
C  -4.629  2.307  0.065
N  -3.990  1.697  1.214
C  -4.805  1.472  2.396
C  -2.802  1.130  1.082
O  -2.145  1.197  0.036
C  -2.209  0.344  2.274
O  -0.898  -0.069  1.870
C  -0.206  -0.990  2.703
C  -0.377  -2.432  2.190
O  -0.958  -2.623  1.125
N  0.095  -3.439  2.926
C  0.859  -3.263  4.143
C  -0.025  -4.802  2.443
H  -5.532  1.747  -0.186
H  -3.936  2.289  -0.775
H  -4.895  3.338  0.299
H  -5.247  0.474  2.375
H  -5.603  2.212  2.404
H  -4.223  1.602  3.304
H  -2.854  -0.520  2.476
H  -2.136  0.983  3.163
H  -0.549  -0.892  3.738
H  0.851  -0.707  2.652
H  1.040  -2.216  4.350
H  1.827  -3.756  4.036
H  0.335  -3.706  4.992
H  -0.594  -4.807  1.518
H  -0.534  -5.409  3.195
H  0.968  -5.215  2.262
C  -1.035  -1.281  -4.304
C  -2.121  -1.900  -3.506
N  -2.448  -1.576  -2.274
C  -3.468  -2.440  -1.894
C  -3.756  -3.266  -2.937
N  -2.897  -2.909  -3.945
C  -4.724  -4.363  -3.180
O  -5.539  -4.646  -2.188
O  -4.727  -4.925  -4.251
C  -4.109  -2.378  -0.526
O  -5.049  -3.147  -0.296
O  -3.632  -1.522  0.278
H  -0.893  -0.248  -3.996
H  -1.268  -1.309  -5.365
H  -0.100  -1.814  -4.130
H  -2.878  -3.376  -4.840
H  -5.362  -4.031  -1.409
C  5.449  1.725  -2.394
C  4.580  0.624  -1.811
C  3.509  1.135  -0.864
N  2.564  1.974  -1.592
C  1.322  2.262  -1.221
S  0.141  2.838  -2.233
N  1.060  2.005  0.129
C  1.769  2.370  1.240
O  1.515  1.868  2.320
C  2.831  3.412  1.102
C  3.939  3.307  1.939
C  4.944  4.255  1.875
C  4.834  5.320  0.991
C  3.719  5.440  0.176
C  2.716  4.483  0.225
H  6.270  1.308  -2.974
H  5.879  2.344  -1.605
H  4.902  2.391  -3.059
H  5.201  -0.072  -1.245
H  4.106  0.036  -2.600
H  3.978  1.715  -0.057
H  2.954  0.301  -0.421
H  2.737  2.146  -2.575
H  0.207  1.514  0.323
H  3.996  2.478  2.630
H  5.810  4.168  2.514
H  5.616  6.063  0.943
H  3.629  6.277  -0.500
H  1.847  4.581  -0.410
F  2.360  -1.354  -2.117
B  1.379  -1.680  -1.233
F  0.435  -0.541  -1.193
F  1.856  -1.815  0.059
F  0.628  -2.763  -1.615

Results of the Mulliken charge analysis, in e, for atoms 1 through 2: number 1, Ca, carries 2.17; number 2, C, carries -1.07



Entry 3:
Molecular formula: C25H35BF6N10O3SbSiTi
Method: DFT, wB97M-V/def2-TZVPD

Results
**Energy**: -3750.57969 a.u.
**2S+1**: 1
**Total charge**: -1
**Energy above the lowest of the compared OMol25 structures with the same formula, charge and spin**: 101.4 kcal/mol

Cartesian coordinates (Å):
Ti  -0.111  0.130  1.570
N  1.295  0.529  3.203
C  1.204  1.943  3.614
C  -0.282  2.244  3.710
O  -0.741  2.952  4.595
N  -0.986  1.575  2.765
C  -2.335  1.190  3.155
C  -2.335  -0.312  3.387
O  -3.772  -2.964  3.201
O  -1.327  -0.787  2.784
H  0.953  -0.063  3.965
H  2.256  0.238  3.047
H  1.666  2.559  2.842
H  1.683  2.126  4.575
H  -3.055  1.302  2.332
H  -2.692  1.765  4.011
C  -1.918  3.348  0.744
C  -1.899  2.215  -0.228
C  -2.299  2.364  -1.552
C  -2.040  1.154  -2.149
N  -1.519  0.326  -1.239
N  -1.465  0.953  -0.025
B  -1.145  -1.167  -1.543
N  0.330  -1.450  -1.120
C  1.197  -2.211  -1.800
C  2.423  -2.145  -1.180
C  2.227  -1.311  -0.079
C  3.280  -0.870  0.879
N  0.947  -0.918  -0.037
N  -2.055  -2.097  -0.782
C  -3.048  -2.947  -1.125
C  -3.449  -3.583  0.023
C  -2.636  -3.053  1.045
C  -2.666  -3.485  2.483
N  -1.808  -2.145  0.545
N  -1.188  -1.310  -3.071
C  -0.328  -0.698  -3.919
C  -0.751  -0.940  -5.202
C  -1.913  -1.724  -5.044
C  -2.798  -2.300  -6.103
N  -2.169  -1.932  -3.764
H  -2.219  4.243  0.199
H  -0.937  3.514  1.179
H  -2.626  3.196  1.557
H  -2.704  3.250  -2.006
H  -2.213  0.832  -3.160
H  0.888  -2.741  -2.683
H  3.338  -2.629  -1.470
H  4.257  -1.106  0.458
H  3.205  -1.380  1.838
H  3.225  0.210  1.029
H  -3.362  -3.037  -2.147
H  -4.210  -4.336  0.128
H  -2.787  -4.571  2.493
H  -3.520  -2.070  3.507
H  -1.720  -3.251  2.970
H  0.510  -0.132  -3.548
H  -0.296  -0.605  -6.118
H  -2.506  -1.935  -7.087
H  -3.839  -2.028  -5.929
H  -2.737  -3.389  -6.113
C  3.630  4.668  -0.507
Si  2.741  3.208  -1.271
C  3.988  1.957  -1.897
C  1.664  3.797  -2.687
C  1.686  2.382  -0.037
C  1.016  1.695  0.717
H  4.259  5.171  -1.244
H  4.266  4.350  0.321
H  2.915  5.394  -0.117
H  4.646  2.391  -2.653
H  3.476  1.098  -2.337
H  4.608  1.584  -1.079
H  2.224  4.425  -3.384
H  0.818  4.373  -2.307
H  1.258  2.949  -3.242
F  1.045  -2.029  2.470
Sb  1.754  -2.903  4.045
F  2.727  -4.042  2.904
F  0.301  -4.085  4.076
F  0.818  -1.608  5.072
F  2.491  -3.668  5.595
F  3.189  -1.644  3.951

Results of the Mulliken charge analysis, in e, for atoms 1 through 2: number 1, Ti, carries -1.28; number 2, N, carries -0.27



Entry 4:
Molecular formula: C25H35N5O6
Method: DFT, wB97M-V/def2-TZVPD

Results
**Energy**: -1699.01358 a.u.
**2S+1**: 1
**SMILES**: C[C@H](NC(=O)c1nc[nH]c1C(=O)NCCCCCNC(=O)OC(C)(C)C)C(=O)OCc1ccccc1
**Total charge**: 0
**Energy above the lowest of the compared OMol25 structures with the same formula, charge and spin**: 6.5 kcal/mol

Cartesian coordinates (Å):
C  -0.837  -3.955  2.156
C  -1.294  -2.537  1.834
N  -2.456  -2.560  0.981
C  -3.126  -1.435  0.683
O  -2.850  -0.351  1.194
C  -4.210  -1.641  -0.284
N  -4.444  -2.895  -0.779
C  -5.438  -2.779  -1.613
N  -5.871  -1.505  -1.694
C  -5.107  -0.749  -0.855
C  -5.386  0.709  -0.809
O  -6.247  1.174  -1.545
N  -4.653  1.399  0.066
C  -4.688  2.839  0.171
C  -3.268  3.404  0.158
C  -2.534  3.129  1.474
C  -1.012  3.156  1.335
C  -0.501  1.960  0.523
N  0.915  1.741  0.707
C  1.830  2.073  -0.226
O  1.564  2.580  -1.292
O  3.064  1.730  0.207
C  4.223  1.997  -0.614
C  4.355  3.498  -0.876
C  4.138  1.217  -1.926
C  5.402  1.500  0.225
C  -0.137  -1.780  1.167
O  0.635  -1.079  1.764
O  -0.104  -2.032  -0.134
C  0.960  -1.439  -0.900
C  2.242  -2.205  -0.710
C  3.217  -1.742  0.165
C  4.374  -2.475  0.362
C  4.566  -3.672  -0.307
C  3.593  -4.139  -1.176
C  2.435  -3.410  -1.374
H  -0.566  -4.476  1.240
H  0.030  -3.925  2.810
H  -1.635  -4.500  2.653
H  -1.542  -1.989  2.752
H  -2.686  -3.388  0.449
H  -5.863  -3.590  -2.169
H  -6.609  -1.102  -2.254
H  -3.938  0.901  0.600
H  -5.270  3.212  -0.676
H  -5.199  3.129  1.097
H  -2.729  2.948  -0.672
H  -3.310  4.479  -0.023
H  -2.842  3.871  2.215
H  -2.814  2.147  1.856
H  -0.685  4.085  0.868
H  -0.569  3.105  2.332
H  -1.041  1.060  0.828
H  -0.651  2.129  -0.545
H  1.223  1.267  1.542
H  4.382  4.040  0.067
H  3.509  3.850  -1.460
H  5.271  3.696  -1.425
H  3.291  1.565  -2.511
H  5.049  1.366  -2.500
H  4.016  0.154  -1.725
H  6.334  1.698  -0.294
H  5.312  0.431  0.398
H  5.414  2.009  1.186
H  0.614  -1.490  -1.934
H  1.081  -0.397  -0.595
H  3.064  -0.812  0.689
H  5.130  -2.114  1.045
H  5.470  -4.241  -0.152
H  3.738  -5.072  -1.700
H  1.674  -3.773  -2.050

Results of the natural (NBO) charge analysis, in e, for atoms 1 through 2: number 1, C, carries -0.61; number 2, C, carries -0.14



Entry 5:
Molecular formula: C25H36Br2GeN5Y
Method: DFT, wB97M-V/def2-TZVPD

Results
**Energy**: -8510.01258 a.u.
**2S+1**: 1
**Total charge**: +4
**Energy above the lowest of the compared OMol25 structures with the same formula, charge and spin**: 0.0 kcal/mol

Cartesian coordinates (Å):
Y  1.149  2.645  -2.150
C  -0.239  5.555  -1.145
N  0.387  4.372  -0.491
C  1.573  4.791  0.312
C  2.524  3.651  0.466
N  2.537  2.601  -0.368
C  3.598  1.775  0.081
C  4.061  0.542  -0.370
C  5.142  -0.006  0.292
C  5.749  0.641  1.381
C  5.286  1.853  1.850
C  4.200  2.393  1.173
N  3.477  3.570  1.382
C  0.321  5.688  -2.522
N  0.823  4.639  -3.193
C  1.139  5.136  -4.482
C  1.667  4.513  -5.609
C  1.853  5.289  -6.736
C  1.527  6.655  -6.754
C  0.999  7.284  -5.646
C  0.816  6.489  -4.523
N  0.306  6.789  -3.256
H  -0.078  6.462  -0.560
H  -1.320  5.404  -1.202
H  -0.303  4.002  0.162
H  1.267  5.180  1.285
H  2.075  5.604  -0.217
H  3.606  0.014  -1.199
H  5.535  -0.959  -0.034
H  6.598  0.176  1.864
H  5.747  2.350  2.693
H  3.659  4.252  2.108
H  1.922  3.462  -5.621
H  2.258  4.839  -7.632
H  1.690  7.224  -7.659
H  0.742  8.335  -5.659
H  -0.042  7.693  -2.962
Br  3.307  1.585  -3.807
C  2.047  0.583  -4.905
Br  0.217  0.794  -4.250
H  2.304  -0.468  -4.836
H  2.082  0.975  -5.915
C  -5.762  -6.080  4.323
C  -5.018  -4.935  3.649
C  -4.255  -4.076  4.649
C  -3.429  -2.952  3.972
Ge  -1.811  -3.649  3.200
C  -1.659  -4.939  1.810
C  -1.506  -6.137  2.800
C  -1.797  -7.493  2.133
C  -3.257  -7.722  1.776
H  -6.281  -6.696  3.591
H  -6.506  -5.703  5.025
H  -5.079  -6.723  4.883
H  -5.724  -4.299  3.107
H  -4.333  -5.339  2.894
H  -3.622  -4.700  5.289
H  -4.957  -3.585  5.325
H  -3.130  -2.190  4.692
H  -4.024  -2.481  3.187
H  -0.511  -3.416  3.975
H  -0.776  -4.842  1.184
H  -2.560  -5.009  1.205
H  -2.190  -6.047  3.669
H  -0.492  -6.140  3.203
H  -1.459  -8.270  2.819
H  -1.167  -7.564  1.242
H  -3.892  -7.675  2.662
H  -3.385  -8.710  1.339
H  -3.630  -7.001  1.045

Results of the natural (NBO) charge analysis, in e, for atoms 1 through 2: number 1, Y, carries 2.13; number 2, C, carries -0.28



Entry 6:
Molecular formula: C25H36BrCl2F3N2O10P2
Method: DFT, wB97M-V/def2-TZVPD

Results
**Energy**: -6312.77421 a.u.
**2S+1**: 1
**SMILES**: CCN[C@](O)(O[C@](CCCCO)(CCC(F)=C(F)F)OC#N)[C@@H](O[C@](COc1ccccc1)([C@@H](Cl)[C@H](C)Cl)P(O)Br)P(=O)(O)O
**Total charge**: 0

Cartesian coordinates (Å):
C  -0.525  1.209  3.655
C  -1.663  0.662  2.757
N  -1.324  -0.539  1.992
C  -0.748  -0.346  0.684
O  -0.234  0.946  0.538
O  -1.491  -0.851  -0.404
C  -2.527  -0.132  -0.965
C  -3.744  0.171  -0.100
C  -4.619  -1.047  0.309
C  -4.023  -2.118  1.233
C  -4.254  -1.717  2.694
O  -3.320  -2.330  3.561
C  -3.021  -1.067  -2.121
C  -2.355  -0.806  -3.475
C  -0.879  -1.083  -3.511
F  -0.336  -2.127  -2.834
C  -0.026  -0.297  -4.232
F  -0.119  -0.234  -5.553
F  0.940  0.459  -3.743
O  -1.953  1.028  -1.674
C  -2.517  2.166  -1.494
N  -3.004  3.173  -1.262
C  0.567  -1.211  0.560
O  1.606  -0.676  1.348
C  2.828  -0.377  0.702
C  2.712  0.748  -0.318
O  2.352  1.961  0.321
C  1.917  2.950  -0.517
C  1.092  3.915  0.059
C  0.604  4.996  -0.658
C  0.960  5.131  -1.999
C  1.765  4.162  -2.580
C  2.257  3.079  -1.859
C  3.646  -1.568  0.172
Cl  2.909  -2.220  -1.349
C  5.146  -1.268  -0.141
C  5.738  -2.093  -1.300
Cl  6.166  -1.715  1.272
P  3.821  0.340  2.227
O  2.715  1.261  2.971
Br  5.330  1.800  1.453
P  0.284  -3.021  0.797
O  -0.725  -3.364  1.801
O  -0.115  -3.691  -0.586
O  1.667  -3.749  1.195
H  -0.185  2.191  3.335
H  -0.903  1.330  4.672
H  0.287  0.489  3.721
H  -2.455  0.371  3.450
H  -2.076  1.482  2.172
H  -0.685  -1.057  2.577
H  -0.916  1.607  0.375
H  -4.456  0.816  -0.616
H  -3.517  0.694  0.831
H  -5.101  -1.494  -0.557
H  -5.438  -0.590  0.875
H  -2.997  -2.417  1.040
H  -4.626  -3.018  1.095
H  -4.310  -0.628  2.810
H  -5.247  -2.097  2.972
H  -3.353  -1.901  4.420
H  -4.087  -0.933  -2.285
H  -2.849  -2.092  -1.800
H  -2.843  -1.504  -4.175
H  -2.567  0.173  -3.888
H  0.785  -1.088  -0.502
H  1.972  0.530  -1.098
H  3.654  0.902  -0.850
H  0.824  3.815  1.105
H  -0.013  5.712  -0.136
H  0.603  5.985  -2.556
H  2.018  4.294  -3.624
H  2.893  2.353  -2.345
H  3.669  -2.323  0.953
H  5.308  -0.238  -0.439
H  5.498  -1.673  -2.273
H  5.534  -3.155  -1.204
H  6.818  -1.986  -1.189
H  2.675  2.146  2.578
H  0.669  -3.744  -1.155
H  1.917  -3.464  2.084

Results of the Mulliken charge analysis, in e, for atoms 1 through 2: number 1, C, carries -1.02; number 2, C, carries -0.54